Molecular formula: C48H122N8O17
Method: DFT, ωB97M-V/def2-TZVPD

HOMO level: -8.34 eV
calculated total energy: -98468.4314 eV
SMILES: COC[C@H](C)N.COCCNCCOC.COCCNCCOC.COCCNCCOC.COCCNCCOC.COCCNCCOC.COCCNCCOC.COCCNCCOC.OCCO
orbital gap: 0.3258 Eh
ΔE to the lowest compared entry with this formula, charge and spin: 54.5 kcal per mole

The geometry in XYZ format:
```
195
Properties=species:S:1:pos:R:3:forces:R:3
C -23.465 16.517 -18.456 -0.49 0.57 1.01
O -24.750 16.451 -19.037 0.19 0.15 -0.91
C -25.781 16.748 -18.135 -0.61 -1.63 0.97
C -26.305 15.434 -17.488 -1.07 -0.64 0.24
C -27.022 14.475 -18.444 1.28 0.28 -1.11
N -27.260 15.705 -16.421 0.28 1.12 0.59
H -23.434 15.871 -17.572 0.38 -0.21 -0.16
H -23.297 17.533 -18.074 0.14 0.02 -0.09
H -22.674 16.288 -19.163 -0.25 -0.27 -0.20
H -25.411 17.356 -17.304 -0.13 0.42 -0.16
H -26.652 17.176 -18.627 0.28 0.52 -0.23
H -25.428 14.857 -17.168 0.21 0.15 0.28
H -26.515 14.560 -19.413 0.01 -0.22 0.01
H -28.071 14.667 -18.666 -0.12 0.16 0.53
H -26.836 13.460 -18.096 -0.47 -0.10 -0.02
H -27.948 15.018 -16.137 0.16 -0.34 -0.50
H -26.876 16.031 -15.540 0.24 0.17 -0.20
C -24.214 19.607 -9.674 -1.30 -0.30 -3.16
O -25.477 19.526 -9.026 0.74 0.41 0.74
C -25.511 19.396 -7.636 -0.33 -0.36 1.62
C -25.644 17.926 -7.190 0.27 0.51 -0.28
N -24.552 17.145 -7.768 0.05 -0.29 0.22
C -24.359 15.843 -7.177 -1.15 -1.09 -0.76
C -25.420 14.781 -7.564 0.46 0.12 0.47
O -26.694 15.062 -7.028 -0.06 0.49 0.03
C -27.673 14.176 -7.495 0.44 -1.56 -0.01
H -23.358 20.157 -9.296 -0.30 -0.06 0.80
H -24.536 20.070 -10.620 0.45 0.86 0.29
H -23.941 18.672 -10.181 0.51 -0.52 1.21
H -26.331 20.001 -7.229 -0.58 -0.37 -0.47
H -24.713 19.866 -7.046 0.82 -0.21 -0.84
H -26.645 17.538 -7.396 -0.02 -0.06 -0.22
H -25.517 17.859 -6.107 -0.05 0.16 0.07
H -24.662 16.923 -8.753 -0.26 0.81 -0.11
H -24.335 15.856 -6.086 0.45 0.26 -0.04
H -23.471 15.409 -7.650 0.40 0.16 0.65
H -25.041 13.831 -7.160 -0.18 -0.20 -0.03
H -25.457 14.664 -8.656 -0.14 0.17 -0.11
H -27.905 14.292 -8.559 -0.16 0.42 0.07
H -28.563 14.157 -6.869 -0.03 0.71 -0.07
H -27.287 13.146 -7.395 0.02 0.00 -0.09
C -26.429 13.819 -14.027 0.73 -1.14 1.20
O -27.091 14.801 -13.268 -0.09 0.45 -0.43
C -28.164 14.358 -12.459 -0.54 0.09 -0.69
C -29.364 13.921 -13.308 -0.02 0.29 -1.09
N -29.500 14.769 -14.501 -1.00 0.26 -0.27
C -29.922 16.153 -14.282 0.01 -0.27 0.60
C -30.498 16.764 -15.560 1.30 -0.13 1.07
O -31.410 15.853 -16.152 0.91 1.40 -0.40
C -31.603 16.162 -17.527 -1.96 -1.34 -0.67
H -27.034 13.156 -14.649 -0.42 0.40 0.01
H -25.940 13.192 -13.264 0.21 -0.33 -0.44
H -25.645 14.247 -14.648 -0.18 0.34 0.04
H -28.413 15.261 -11.901 -0.19 -0.22 0.36
H -27.888 13.541 -11.785 0.23 0.09 0.11
H -30.283 13.878 -12.709 0.09 0.17 0.26
H -29.267 12.944 -13.787 0.37 -0.32 0.66
H -30.291 14.409 -15.032 0.33 -0.41 -0.12
H -29.051 16.723 -13.948 -0.14 0.25 -0.05
H -30.681 16.211 -13.487 -0.03 -0.04 0.05
H -29.623 16.989 -16.177 -0.29 -0.21 -0.53
H -30.935 17.720 -15.256 -0.44 -0.01 -0.31
H -31.388 17.141 -17.954 0.50 0.27 0.87
H -32.684 16.024 -17.659 0.06 0.15 -0.25
H -31.166 15.407 -18.187 0.46 0.03 0.24
C -21.253 22.242 -11.235 0.10 0.74 1.50
O -22.268 21.416 -11.716 -0.44 0.64 -0.25
C -22.491 21.558 -13.106 -0.21 -1.27 -0.64
C -23.931 21.115 -13.483 1.76 0.32 0.34
N -23.913 20.740 -14.898 -1.37 0.43 -0.49
C -25.229 21.083 -15.491 0.29 -0.19 1.15
C -25.520 20.335 -16.769 -0.56 -0.24 -0.10
O -26.441 21.071 -17.555 -0.87 -0.90 -0.88
C -26.197 22.400 -17.951 1.70 -0.07 0.96
H -21.286 22.226 -10.138 0.18 -0.76 -0.04
H -21.431 23.323 -11.336 -0.03 -0.11 -1.05
H -20.253 21.947 -11.563 -0.03 0.12 -0.19
H -21.798 20.896 -13.640 0.08 -0.05 -0.02
H -22.312 22.552 -13.523 0.02 0.25 0.47
H -24.533 22.007 -13.313 -0.47 -0.21 -0.21
H -24.250 20.329 -12.795 -0.15 -0.09 -0.09
H -23.852 19.736 -15.047 0.48 -0.06 0.54
H -25.328 22.168 -15.575 0.42 -0.02 -0.50
H -26.008 20.860 -14.749 -0.16 -0.23 -0.22
H -26.015 19.373 -16.587 -0.59 0.39 0.49
H -24.658 19.878 -17.278 0.55 1.29 -0.44
H -25.111 22.542 -18.024 -0.01 0.19 -0.23
H -26.523 23.089 -17.168 -0.31 0.16 -0.23
H -26.627 22.647 -18.918 -0.35 -0.35 0.06
C -21.853 8.370 -15.296 1.18 0.67 0.32
O -21.677 9.490 -14.440 -0.06 -0.68 0.60
C -21.167 9.113 -13.177 1.16 0.39 -0.06
C -20.955 10.390 -12.319 -1.52 -0.53 -0.40
N -20.434 11.466 -13.161 -0.91 -0.37 0.42
C -20.637 12.796 -12.552 2.59 -0.76 0.57
C -20.003 13.886 -13.416 -0.50 -1.03 0.56
O -20.741 14.041 -14.606 0.15 1.07 0.43
C -20.263 15.181 -15.297 0.20 -0.94 -1.45
H -22.219 8.838 -16.205 -0.61 -0.69 -0.09
H -22.406 7.563 -14.809 -0.70 0.22 -0.34
H -20.883 7.910 -15.536 0.13 0.15 -0.02
H -20.182 8.632 -13.267 0.18 -0.01 -0.46
H -21.774 8.321 -12.731 -0.41 0.32 0.38
H -20.351 10.205 -11.422 0.22 -0.30 -0.11
H -21.942 10.630 -11.911 -0.02 0.48 -0.23
H -19.439 11.265 -13.152 0.12 0.56 -0.46
H -19.980 12.721 -11.666 -0.23 0.81 0.39
H -21.621 12.998 -12.134 -0.37 -0.15 -0.74
H -18.972 13.591 -13.660 0.06 -0.16 -0.06
H -19.871 14.770 -12.781 -0.42 0.43 -0.41
H -20.701 15.177 -16.298 -0.65 0.22 0.31
H -19.213 15.024 -15.587 0.31 0.33 0.72
H -20.455 16.124 -14.791 0.08 0.00 0.09
C -16.038 19.732 -15.335 -0.11 -0.10 -0.38
O -16.727 19.167 -14.246 -0.07 0.50 0.05
C -17.916 18.471 -14.533 0.06 -0.01 1.09
C -18.502 17.914 -13.225 -0.89 -0.54 -1.33
N -17.958 16.639 -12.764 0.13 0.35 0.36
C -16.580 16.659 -12.307 1.05 0.26 -0.57
C -15.848 15.397 -12.818 -0.76 0.57 0.30
O -16.185 15.181 -14.181 -0.61 0.33 0.25
C -15.751 13.984 -14.754 1.48 -0.01 -1.42
H -15.502 20.591 -14.937 0.40 -0.19 -0.12
H -16.649 20.110 -16.165 -0.55 -0.01 0.35
H -15.397 18.984 -15.815 0.37 0.10 0.23
H -17.695 17.642 -15.216 -0.30 0.06 -0.21
H -18.702 19.145 -14.900 0.28 0.04 -0.55
H -19.530 17.671 -13.527 -0.07 -0.03 0.06
H -18.670 18.704 -12.493 0.78 -0.13 0.35
H -17.920 16.048 -13.590 -0.36 -0.03 0.05
H -16.453 16.733 -11.221 -0.33 -0.33 0.06
H -16.024 17.527 -12.679 -0.19 0.02 -0.23
H -16.224 14.559 -12.227 0.45 -0.31 0.06
H -14.782 15.596 -12.718 0.17 -0.47 0.20
H -16.475 13.495 -15.411 -0.64 0.04 0.72
H -15.265 13.281 -14.074 -0.43 -0.01 0.29
H -14.977 14.233 -15.500 0.20 0.02 0.28
C -32.447 15.711 -7.824 -1.56 0.14 0.16
O -31.637 16.601 -8.518 0.83 -0.16 -0.40
C -31.383 16.232 -9.880 -0.62 0.13 0.52
C -30.465 17.267 -10.465 0.72 0.04 0.57
N -29.159 17.219 -9.764 -0.74 -0.08 -0.85
C -28.418 18.476 -9.977 0.41 -1.05 1.70
C -27.790 18.665 -11.316 -0.41 1.07 -1.03
O -28.671 19.344 -12.209 -0.73 0.19 0.03
C -28.189 19.589 -13.510 -0.28 -1.35 -0.44
H -32.815 16.246 -6.945 0.49 -0.27 0.29
H -32.026 14.731 -7.578 0.45 0.20 0.06
H -33.394 15.501 -8.351 0.23 -0.02 -0.38
H -32.368 16.215 -10.356 0.11 -0.06 -0.45
H -30.931 15.237 -9.950 0.03 -0.10 0.14
H -30.886 18.264 -10.288 -0.33 -0.02 -0.47
H -30.293 17.078 -11.523 -0.22 0.21 -0.10
H -29.440 17.176 -8.788 0.46 0.03 0.12
H -27.549 18.374 -9.322 -0.09 0.25 0.12
H -29.028 19.294 -9.580 0.23 0.50 -0.58
H -27.523 17.688 -11.736 0.30 0.08 0.11
H -26.945 19.358 -11.236 0.44 -0.65 0.30
H -27.162 19.250 -13.681 0.25 0.41 0.42
H -28.351 20.613 -13.837 0.15 0.18 0.28
H -28.749 18.935 -14.190 -0.17 0.21 -0.19
C -17.267 19.241 -6.798 -0.28 0.30 -0.11
O -16.509 19.555 -7.957 -0.05 0.23 0.41
C -16.917 20.733 -8.610 -1.40 0.30 -0.63
C -18.426 20.747 -8.996 1.59 -1.35 0.03
N -18.710 19.549 -9.766 -0.30 0.92 -0.81
C -20.109 19.193 -9.843 -0.47 -1.16 0.25
C -20.302 17.812 -10.484 -0.40 0.03 -0.05
O -21.490 17.189 -10.004 -0.10 -0.08 0.76
C -21.411 15.780 -10.077 0.41 0.33 -0.04
H -16.747 18.426 -6.306 -0.20 -0.16 0.00
H -18.302 19.002 -7.059 0.08 -0.58 -0.08
H -17.398 20.063 -6.084 0.57 0.27 -0.11
H -16.356 20.785 -9.542 0.29 0.09 0.17
H -16.809 21.647 -8.015 0.61 -0.14 0.21
H -18.552 21.639 -9.609 -0.48 0.19 0.30
H -18.966 20.735 -8.044 -0.54 0.55 -0.17
H -18.068 18.800 -9.556 -0.26 -0.19 0.23
H -20.740 19.871 -10.417 0.43 0.47 0.00
H -20.564 19.145 -8.843 -0.08 -0.06 0.13
H -19.419 17.193 -10.293 -0.02 -0.15 -0.02
H -20.470 17.882 -11.558 0.54 0.14 -0.14
H -21.115 15.501 -11.093 -0.14 -0.36 -0.01
H -22.364 15.334 -9.797 -0.17 0.19 -0.19
H -20.666 15.390 -9.375 0.14 0.02 -0.04
O -23.061 16.778 -14.863 0.47 0.35 0.02
C -22.964 17.047 -13.463 -0.73 -0.11 0.01
C -24.007 16.223 -12.699 1.08 0.86 0.77
O -25.274 16.825 -12.719 -0.32 0.47 -0.56
H -23.903 16.346 -15.029 -0.08 0.05 0.05
H -21.973 16.813 -13.062 0.09 -0.52 -0.40
H -23.035 18.125 -13.282 -0.50 0.02 0.03
H -23.655 16.223 -11.661 0.04 -0.49 0.04
H -23.957 15.226 -13.147 -0.25 -0.20 0.24
H -25.988 16.201 -12.509 0.37 -0.21 -0.33
```
Positions in Å, forces in eV/Å.